This record from the Open Molecules 2025 dataset describes 6 unconnected molecules or ions with the total composition C21H57N9O9. The level of theory is the ωB97M-V functional and the def2-TZVPD basis.

```
96
C21H57N9O9, DFT the ωB97M-V functional and the def2-TZVPD basis
H -2.188 2.430 -2.923
H 2.644 1.079 -0.271
H -2.464 2.956 0.922
N -2.630 2.638 -2.022
C 0.971 0.821 -1.223
H 4.347 0.690 2.274
H -9.525 0.895 -3.213
H 1.214 1.518 0.712
H -0.324 -1.018 -4.914
H 7.917 0.537 4.895
C 9.214 -2.784 3.967
H 4.304 -0.683 1.285
C -3.736 -3.380 -3.111
C -2.296 -0.953 1.860
N -0.374 -0.201 -4.338
N -1.376 1.298 1.607
H 7.704 -4.599 5.064
C -2.606 0.501 1.603
C -2.068 -2.655 -1.568
C -1.707 2.719 1.673
H 9.385 -4.806 5.552
H -1.088 -3.082 3.192
H -1.768 -2.846 -0.540
H -3.103 0.576 0.629
N -4.631 3.185 -2.930
O 0.585 3.283 2.207
H -4.900 0.572 -3.942
H -2.309 1.253 -6.487
C -3.865 3.124 -1.801
H -5.806 -0.502 -5.040
H 9.974 -3.553 3.782
H -5.560 3.553 -2.834
H 2.351 3.859 2.953
O -7.986 -0.593 -3.405
H 0.319 -0.026 -3.597
O -1.174 1.965 -4.282
H -0.760 4.635 1.321
H -9.978 -0.822 -3.186
H -2.097 3.021 2.653
H 8.621 -0.396 2.286
H 2.090 4.267 1.247
C -6.936 0.352 -3.428
H -4.640 -3.985 -3.152
H -7.262 1.175 -4.077
H -1.431 -1.238 1.249
N 1.653 1.092 -0.085
H 8.154 -4.167 6.711
C -9.201 -0.106 -2.914
C -5.652 -0.227 -3.996
H 8.353 -2.953 3.309
O 6.147 -0.435 2.318
H -0.764 1.065 2.382
H -0.818 1.069 -0.237
H -2.059 -1.584 -1.775
H 7.444 -1.158 4.596
H -0.859 0.887 -2.033
H -3.153 -1.589 1.612
O 8.848 -2.844 5.334
O -1.943 -1.183 3.213
C -4.015 -2.021 -3.773
H 10.460 -1.132 4.423
H -3.152 -1.352 -3.674
C -0.487 3.574 1.349
O -3.309 -3.304 -1.771
H -2.915 -2.999 3.401
H -4.213 -2.251 -4.823
C -1.940 -2.533 3.595
H 6.899 1.416 3.053
H 5.748 0.608 4.060
C 1.629 4.250 2.237
H -6.800 0.797 -2.435
H -1.928 -2.540 4.688
H -4.244 2.985 -3.830
N -5.206 -1.389 -3.228
C 7.728 -0.218 4.121
H 5.341 0.749 0.875
C 6.568 0.414 3.358
H -1.324 -3.187 -2.177
O -4.296 3.434 -0.685
C 9.829 -1.430 3.580
H 1.248 5.196 2.622
C 8.502 -4.169 5.681
N -0.378 1.010 -1.161
H -5.090 -1.101 -2.264
H -9.182 -0.144 -1.815
N 8.884 -0.371 3.259
C 5.007 0.060 1.659
H -1.434 -0.187 -6.554
C -0.972 0.885 -4.876
H -0.199 3.362 0.308
H -2.052 2.402 -1.242
N -1.598 0.682 -6.077
H -2.961 -3.888 -3.706
O 1.554 0.425 -2.248
H -3.385 0.905 2.261
H 10.481 -1.589 2.724
```

Energy relative to the best compared isomer or geometry (same formula, charge and spin), kcal per mole: 0.0
Kohn-Sham gap, eV: 8.852
Multiplicity: 1
E, eV: -54539.078

These are the Löwdin partial charges, in e, on atoms 1 to 8: atom 1 (H): 0.0470, atom 2 (H): 0.1034, atom 3 (H): 0.0968, atom 4 (N): 0.1699, atom 5 (C): -0.6346, atom 6 (H): 0.0783, atom 7 (H): 0.0857, atom 8 (H): 0.0713

---

This record from the Open Molecules 2025 dataset describes a molecular structure, C2H5NS2. The level of theory is the ωB97M-V functional and the def2-TZVPD basis.

```
10
C2H5NS2, DFT the ωB97M-V functional and the def2-TZVPD basis
C 0.733 0.370 1.518
S -2.142 -0.527 -1.793
C 0.364 0.161 -1.349
H 1.763 0.204 2.258
N -0.621 -0.350 -0.794
H -0.029 -0.589 1.427
H -2.757 -1.666 -0.653
H 0.687 0.384 -2.363
S 1.671 0.489 -0.160
H 0.332 1.524 1.909
```

Energy relative to the best compared isomer or geometry (same formula, charge and spin), kcal per mole: 95.5
Kohn-Sham gap, eV: 8.569
Multiplicity: 1
E, eV: -25311.684

These are the Löwdin partial charges, in e, on atoms 1 to 8: atom 1 (C): -0.4259, atom 2 (S): 0.5266, atom 3 (C): -0.6637, atom 4 (H): 0.0729, atom 5 (N): -0.4774, atom 6 (H): 0.0668, atom 7 (H): 0.0158, atom 8 (H): 0.0670

---

This record from the Open Molecules 2025 dataset describes a molecular structure, C35H30N5NaO3S2Si. The level of theory is the ωB97M-V functional and the def2-TZVPD basis.

```
77
C35H30N5NaO3S2Si, DFT the ωB97M-V functional and the def2-TZVPD basis
C 1.152 1.171 3.846
C 0.379 2.713 -1.589
H 2.965 1.493 -6.237
C 2.374 0.560 3.860
H -5.548 -1.483 5.388
H 2.069 0.970 -7.665
H -0.561 1.661 2.592
N 5.088 -0.940 3.476
Si 0.722 0.523 -5.620
C -0.298 0.990 -2.976
C 0.594 1.433 -3.997
C 0.420 1.194 2.648
H 2.066 2.915 -4.486
H 12.262 -3.116 3.824
N 0.848 0.646 1.529
H 8.198 -2.668 1.654
H -1.656 0.009 -6.061
O 10.849 -3.281 5.337
H 12.690 -4.075 5.259
O -0.906 -1.220 3.785
N -0.385 1.651 -1.803
H 3.419 -2.373 -2.974
C 4.068 -1.927 -0.978
C 11.891 -3.832 4.564
H -6.606 0.594 4.487
C 1.431 -1.211 -5.457
N 5.773 -1.879 1.585
H 11.570 -4.742 4.050
C -3.079 -0.458 3.258
H 1.203 -1.252 -2.643
C 8.695 -2.372 5.457
C 9.540 -3.007 3.297
H 2.964 0.516 4.771
C 4.531 -1.314 1.399
C 6.078 -1.637 2.837
C 2.029 0.009 1.536
C -4.936 1.063 3.233
H -5.385 1.973 2.851
H -1.182 1.528 -6.839
C 1.973 1.464 -6.694
H 2.393 -1.167 -4.939
C 4.089 -0.723 2.557
C 8.349 -2.587 2.722
H 6.728 -1.578 5.511
C 2.839 -0.042 2.683
N 1.594 -0.668 -0.734
H 10.315 -3.414 2.663
H 8.844 -2.301 6.526
Na -1.198 0.107 -0.101
H -0.709 -0.013 -7.572
H 0.259 3.183 -0.617
C 3.706 -1.308 0.223
C 2.454 -0.666 0.298
H 1.655 2.494 -6.874
C -5.032 -0.867 4.658
C 7.514 -1.962 4.871
C -3.766 -1.211 4.207
C 1.280 3.214 -2.514
C -0.865 0.505 -6.621
C -3.657 0.726 2.748
C 3.185 -1.901 -2.028
H 0.757 -1.849 -4.887
C -5.618 0.289 4.155
H 1.598 -1.658 -6.442
H -3.266 -2.089 4.602
C 1.371 2.551 -3.734
S -1.263 -0.427 -3.171
C -1.709 -1.000 2.851
C 7.320 -2.058 3.492
C 1.949 -1.265 -1.854
H 1.888 4.080 -2.285
S -2.884 1.819 1.612
H 0.722 1.606 4.737
H 5.097 -0.616 4.425
O -1.509 -1.204 1.627
C 9.716 -2.897 4.672
H 5.029 -2.421 -1.046
```

Energy relative to the best compared isomer or geometry (same formula, charge and spin), kcal per mole: 1.0
Kohn-Sham gap, eV: 3.823
Net charge: -2
Multiplicity: 1
E, eV: -84346.164

These are the Löwdin partial charges, in e, on atoms 1 to 8: atom 1 (C): -0.0401, atom 2 (C): -0.1565, atom 3 (H): 0.0213, atom 4 (C): -0.0217, atom 5 (H): 0.0712, atom 6 (H): 0.0169, atom 7 (H): 0.0321, atom 8 (N): 0.1748